A molecular structure, C37H30Br2GeMnN3O7S3. Source: OMol25; level of theory: ωB97M-V/def2-TZVPD.

XYZ file:
```
84
Properties=species:S:1:pos:R:3
Mn -0.786 -0.219 0.802
C -6.507 -1.049 6.791
C -5.191 -1.062 6.068
C -4.970 -0.223 4.979
C -3.755 -0.216 4.321
C -2.735 -1.052 4.748
C -2.936 -1.898 5.825
C -4.161 -1.897 6.479
S -1.171 -1.043 3.895
O -0.428 -2.165 4.429
O -0.628 0.282 4.052
N -1.543 -1.258 2.365
C -1.783 -2.633 1.975
C -1.012 -2.951 0.698
O -0.938 -4.057 0.216
O -0.414 -1.904 0.148
H -7.314 -0.727 6.135
H -6.480 -0.363 7.639
H -6.755 -2.036 7.176
H -5.765 0.428 4.639
H -3.593 0.433 3.472
H -2.137 -2.552 6.135
H -4.318 -2.563 7.318
H -2.847 -2.823 1.794
H -1.438 -3.335 2.744
Br 5.507 1.609 2.248
C 3.740 1.040 1.856
C 3.548 -0.258 1.347
C 2.251 -0.619 1.057
N 1.208 0.190 1.243
C 1.392 1.451 1.751
C 2.701 1.895 2.062
C 0.217 2.214 1.925
C 0.157 3.508 2.500
C -1.046 4.120 2.622
Br -1.148 5.850 3.391
C -2.245 3.503 2.188
C -2.128 2.252 1.639
N -0.954 1.622 1.504
H 4.367 -0.937 1.180
H 2.018 -1.593 0.645
H 2.875 2.888 2.446
H 1.056 3.995 2.848
H -3.203 3.989 2.274
H -2.990 1.714 1.261
C -0.029 2.507 -7.013
C -0.558 1.247 -6.784
C -0.191 0.532 -5.655
C 0.714 1.066 -4.741
C 1.229 2.339 -4.976
C 0.866 3.056 -6.106
Ge 1.193 0.113 -3.113
C 2.942 0.687 -2.431
C 4.048 -0.148 -2.574
C 5.284 0.202 -2.048
C 5.434 1.393 -1.359
C 4.345 2.236 -1.204
C 3.115 1.882 -1.736
C 1.358 -1.774 -3.525
C 1.177 -2.828 -2.639
C 1.452 -4.130 -3.030
C 1.925 -4.392 -4.307
C 2.115 -3.349 -5.198
C 1.828 -2.047 -4.810
H -0.318 3.065 -7.894
H -1.270 0.823 -7.480
H -0.633 -0.438 -5.468
H 1.927 2.780 -4.273
H 1.274 4.043 -6.274
H 3.949 -1.093 -3.091
H 6.125 -0.468 -2.164
H 6.391 1.659 -0.930
H 4.449 3.160 -0.653
H 2.277 2.553 -1.580
H 0.775 -2.647 -1.661
H 1.271 -4.937 -2.334
H 2.134 -5.411 -4.611
H 2.478 -3.544 -6.198
H 1.983 -1.244 -5.521
O -2.810 1.079 -2.721
S -1.939 0.220 -1.975
O -2.400 0.042 -0.560
O -1.537 -1.007 -2.613
S -0.089 1.225 -1.579
```

## Properties
- Net charge: -1
- HOMO energy (alpha / beta): -3.364 / -6.580 eV
- E_LUMO (alpha / beta): 1.650 / 1.676 eV
- Orbital gap (alpha / beta): 5.01 / 8.26 eV
- Relative energy (zero: lowest compared OMol25 entry of this formula, charge and spin): 24.2 kcal per mole
- 2S+1: 6
- M: 1012.2 g mol⁻¹